Entry 1:
# C14H51F5NO12

13 unconnected molecules or ions with the total composition C14H51F5NO12 (wB97M-V/def2-TZVPD, the Open Molecules 2025 dataset).

XYZ file:
```
83
Properties=species:S:1:pos:R:3:lowdin_charge:R:1
F -1.03 -2.78 6.71 0.177
F 0.41 -4.36 6.28 0.224
F 0.24 -2.65 4.94 0.214
F -1.84 -5.34 5.57 0.210
F -1.17 -4.46 3.70 0.203
O 1.01 4.79 0.93 -0.144
O -1.68 -0.11 2.26 -0.145
O -0.88 -1.12 -4.49 -0.136
O -1.17 6.74 0.42 -0.134
O -0.11 -3.54 -1.32 -0.143
O 0.17 -6.45 0.00 -0.110
O 3.98 2.55 6.09 -0.132
O -4.77 -1.75 4.48 -0.150
O 1.40 -0.70 -11.71 -0.129
O 0.38 -1.09 -7.24 -0.133
O 2.54 1.43 2.13 -0.137
O -0.95 2.13 -1.77 -0.121
N -2.76 -3.36 4.88 0.323
C -0.14 1.82 -0.64 -0.132
C 0.36 -3.80 -2.64 -0.146
C -0.41 -3.48 5.74 -0.540
C 2.11 5.18 0.11 -0.159
C -0.13 -0.54 -8.46 -0.143
C -0.64 0.87 2.40 -0.130
C -0.23 -6.07 1.31 -0.172
C -0.29 0.17 -4.27 -0.134
C 3.33 1.80 7.12 -0.162
C 3.08 1.01 3.39 -0.151
C -1.21 7.32 -0.89 -0.127
C 2.51 0.15 -11.42 -0.159
C -1.53 -4.22 4.95 -0.451
C -4.29 -0.39 4.45 -0.104
H 0.73 -2.86 -3.05 0.068
H -0.77 0.32 -8.26 0.078
H 2.51 1.45 4.22 0.063
H -2.05 6.80 0.80 0.085
H -3.38 -0.38 3.86 0.051
H -0.98 0.97 -4.57 0.081
H 0.61 0.23 -4.87 0.078
H -5.03 0.26 3.99 0.093
H -0.43 -4.37 -0.96 0.027
H -0.44 -4.17 -3.28 0.080
H 0.64 -5.98 1.97 0.082
H -1.60 -0.50 1.39 0.076
H -1.51 8.37 -0.84 0.082
H 0.35 0.41 2.30 0.072
H 0.61 -7.30 0.05 0.086
H 2.47 0.40 -10.36 0.063
H -0.37 -1.38 -6.71 0.046
H -3.28 -3.43 5.76 0.185
H -0.74 1.78 0.27 0.032
H -0.69 -1.29 -9.02 0.080
H 4.12 1.31 3.49 0.080
H 1.18 -4.53 -2.62 0.078
H 1.88 5.04 -0.95 0.077
H -0.21 7.26 -1.30 0.079
H 3.01 -0.07 3.44 0.076
H 2.96 4.56 0.38 0.072
H 1.44 -0.91 -12.64 0.071
H 2.61 2.39 2.09 0.069
H -0.72 -5.11 1.22 0.061
H -0.93 -6.80 1.73 0.080
H -5.58 -1.77 5.00 0.093
H -2.47 -2.39 4.71 0.161
H 3.93 3.48 6.33 0.079
H -1.35 2.99 -1.61 0.072
H 0.66 2.55 -0.51 0.076
H 3.40 0.75 6.85 0.074
H -1.68 -1.16 -3.95 0.078
H -1.90 6.78 -1.54 0.080
H 2.37 6.23 0.29 0.080
H -4.07 -0.04 5.46 0.088
H -0.04 0.29 -3.22 0.053
H 0.26 5.35 0.69 0.028
H 2.45 1.08 -12.00 0.077
H 3.46 -0.35 -11.63 0.077
H -0.75 1.65 1.65 0.039
H 0.72 -0.22 -9.06 0.050
H 3.83 1.95 8.08 0.077
H 2.28 2.08 7.21 0.075
H -0.73 1.31 3.39 0.087
H -3.35 -3.61 4.08 0.187
H 0.30 0.84 -0.81 0.089
```

charge	+1
HOMO-LUMO gap	7.541	eV

---

Entry 2:
# H8O3S2

5 unconnected molecules or ions with the total composition H8O3S2 (wB97M-V/def2-TZVPD, the Open Molecules 2025 dataset).

XYZ file:
```
13
Properties=species:S:1:pos:R:3:lowdin_charge:R:1
S -0.47 -0.23 1.94 0.487
S 0.37 -0.38 -1.60 0.646
O 0.92 -2.72 0.30 -0.098
O 1.08 1.94 0.27 -0.074
O -1.68 1.80 -0.83 -0.115
H 0.84 1.25 0.91 -0.118
H 0.85 -0.47 -2.86 -0.217
H -1.08 1.14 -1.19 -0.144
H 0.23 -2.30 0.81 -0.078
H 1.35 -1.91 0.00 -0.071
H 0.25 2.10 -0.21 -0.017
H -1.72 0.00 1.50 -0.248
H -2.50 1.70 -1.32 0.047
```

charge	0
energy relative to the best compared isomer or geometry (same formula, charge and spin)	124.8	kcal/mol
HOMO-LUMO gap	4.134	eV

---

Q: HOMO-LUMO gap of number 1 (C14H51F5NO12)?
A: 7.541 eV

---

Q: Which value of HOMO-LUMO gap does entry 2 give?
A: 4.134 eV

---

Q: Among the records above, which one has the highest HOMO-LUMO gap?
A: C14H51F5NO12

---

Q: HOMO-LUMO gap of number 1 (C14H51F5NO12)?
A: 7.541 eV